1.
{"formula": "C27H28N2O6OsSSi", "method": "ωB97M-V with the def2-TZVPD basis set", "symbols": ["Os", "O", "C", "C", "C", "N", "C", "C", "C", "O", "O", "C", "O", "O", "H", "H", "H", "C", "C", "C", "C", "C", "C", "C", "C", "S", "C", "N", "C", "C", "C", "C", "C", "C", "C", "C", "H", "H", "H", "H", "H", "H", "H", "H", "H", "H", "H", "H", "H", "H", "H", "H", "C", "Si", "C", "C", "O", "H", "H", "H", "H", "H", "H", "H", "H", "H"], "coordinates": [[1.20196, 0.79708, -0.53682], [1.31437, 3.69257, -5.83614], [1.28435, 3.07948, -4.63792], [0.88327, 3.74079, -3.47094], [0.88353, 3.02319, -2.29906], [1.22587, 1.74099, -2.29422], [1.66617, 1.10457, -3.37395], [1.70715, 1.74919, -4.58937], [2.17629, -0.28690, -3.04671], [2.65726, -0.98798, -3.90404], [2.07184, -0.58908, -1.77690], [0.62184, 3.54309, -0.89769], [0.19705, 4.64457, -0.69110], [0.96132, 2.66476, 0.05321], [1.01082, 4.60409, -5.75774], [0.60168, 4.78614, -3.46026], [2.07283, 1.23761, -5.46826], [-3.91315, -0.25705, 4.21755], [-3.35805, -1.07760, 3.04512], [-3.85414, -0.45758, 1.74110], [-3.89498, -2.51402, 3.12457], [-1.83197, -1.09887, 3.12764], [-1.22645, -1.65887, 4.26920], [0.13893, -1.68553, 4.43688], [0.93091, -1.14325, 3.43044], [2.65629, -0.96650, 3.39252], [2.52453, -0.18390, 1.86682], [1.30540, -0.09243, 1.38867], [0.36065, -0.60994, 2.27648], [-1.02789, -0.58047, 2.12850], [3.61038, 0.39389, 1.10716], [4.94396, 0.38847, 1.51565], [5.89174, 1.00500, 0.72432], [5.50456, 1.61515, -0.46783], [4.17998, 1.60126, -0.87369], [3.19911, 0.99745, -0.08794], [-5.00403, -0.23386, 4.17429], [-3.54647, 0.77025, 4.17753], [-3.62496, -0.68110, 5.18011], [-4.94539, -0.45309, 1.73289], [-3.51839, -1.03256, 0.87748], [-3.51535, 0.57391, 1.62460], [-4.98494, -2.50818, 3.05850], [-3.62086, -3.00070, 4.06113], [-3.50663, -3.11975, 2.30337], [-1.84896, -2.07412, 5.05079], [0.58174, -2.10667, 5.32955], [-1.43565, -0.14993, 1.22732], [5.23532, -0.08991, 2.44392], [6.93037, 1.01339, 1.02628], [6.24997, 2.09956, -1.08627], [3.91553, 2.07345, -1.81372], [-0.54930, -1.79414, -3.38881], [-1.27190, -1.34187, -1.72848], [-1.42485, -2.89536, -0.70104], [-2.93937, -0.54723, -2.03490], [-0.41132, -0.23799, -0.85754], [-1.25284, -2.45092, -3.90857], [0.40400, -2.31739, -3.31051], [-0.40145, -0.91758, -4.02551], [-2.02398, -3.65367, -1.21065], [-1.87814, -2.69686, 0.27257], [-0.43201, -3.31640, -0.52251], [-3.67234, -1.28349, -2.37396], [-2.85255, 0.21582, -2.81260], [-3.33267, -0.06301, -1.14053]], "forces_ev_per_a": [[-0.09, 0.08, 0.03], [0.00, 0.00, -0.01], [0.00, -0.01, 0.01], [0.00, 0.01, 0.01], [0.01, -0.02, 0.02], [-0.02, 0.02, -0.03], [-0.01, 0.00, 0.00], [0.00, 0.01, 0.01], [0.00, -0.01, 0.05], [-0.01, 0.01, -0.02], [0.05, -0.11, -0.08], [-0.02, 0.00, -0.01], [0.01, 0.00, 0.00], [0.03, 0.01, 0.06], [0.00, 0.00, 0.00], [0.00, 0.00, -0.01], [0.00, 0.01, -0.01], [0.00, 0.00, 0.00], [0.00, -0.01, 0.01], [0.01, 0.01, 0.00], [0.00, 0.00, 0.00], [0.00, -0.01, 0.00], [0.01, 0.00, 0.00], [-0.01, -0.01, -0.01], [0.02, -0.02, 0.00], [-0.01, 0.03, 0.01], [0.02, -0.02, -0.02], [-0.02, 0.04, -0.02], [0.00, 0.02, 0.02], [-0.01, 0.00, -0.01], [0.01, 0.00, -0.01], [0.00, 0.01, 0.01], [0.00, 0.00, 0.00], [0.00, 0.00, 0.00], [0.00, 0.00, 0.01], [-0.02, -0.02, 0.01], [0.00, 0.00, 0.00], [0.00, 0.00, 0.00], [0.00, 0.00, 0.00], [0.00, 0.00, 0.00], [0.00, 0.00, -0.02], [0.00, 0.00, 0.00], [0.00, 0.00, 0.00], [0.00, 0.00, 0.00], [0.00, 0.00, 0.00], [0.00, 0.00, 0.00], [0.00, 0.00, 0.00], [0.00, 0.00, 0.01], [0.00, 0.00, 0.00], [0.00, 0.00, 0.00], [0.00, 0.00, 0.00], [0.01, 0.00, 0.00], [0.03, 0.03, 0.00], [-0.04, -0.04, -0.01], [0.02, 0.01, 0.00], [-0.01, 0.02, 0.00], [0.10, 0.00, -0.01], [-0.01, -0.01, 0.01], [0.00, 0.00, 0.00], [0.00, -0.01, 0.00], [0.00, 0.00, 0.00], [0.00, 0.00, 0.00], [-0.01, -0.01, 0.00], [0.00, 0.00, 0.00], [0.00, 0.00, 0.00], [-0.01, 0.00, 0.01]], "homo_ev": [-8.34, -8.34], "charge": 0}

=====

2.
{"formula": "C27H28N3", "method": "ωB97M-V with the def2-TZVPD basis set", "symbols": ["C", "N", "C", "C", "N", "C", "C", "C", "C", "C", "C", "C", "H", "H", "H", "H", "H", "H", "H", "H", "H", "H", "H", "H", "C", "N", "C", "C", "C", "C", "C", "C", "C", "C", "C", "C", "C", "C", "C", "C", "C", "C", "H", "H", "H", "H", "H", "H", "H", "H", "H", "H", "H", "H", "H", "H", "H", "H"], "coordinates": [[2.53751, -2.24982, -2.79419], [2.98023, -0.88100, -2.76973], [2.13029, 0.20382, -2.58108], [0.76625, 0.16813, -2.23900], [2.96443, 1.30517, -2.76019], [2.51090, 2.67148, -2.78740], [4.30493, 0.91958, -2.87219], [4.31391, -0.47786, -2.87664], [5.50982, -1.21303, -2.87386], [6.70382, -0.47692, -2.86974], [6.69626, 0.94156, -2.86730], [5.49484, 1.66625, -2.86770], [3.42878, -2.87780, -2.85161], [1.96897, -2.48669, -1.88498], [1.89308, -2.45629, -3.66453], [0.22955, 1.10708, -2.29296], [0.25599, -0.77512, -2.36940], [3.39837, 3.30593, -2.82813], [1.88326, 2.88363, -3.66875], [1.92792, 2.90121, -1.88683], [5.46875, -2.29756, -2.87134], [7.66287, -0.99795, -2.86887], [7.65072, 1.47099, -2.86502], [5.44662, 2.75036, -2.86219], [-5.91810, 1.61920, -1.17691], [-4.86067, 1.10961, -0.31114], [-3.60750, 0.79385, -0.73511], [-2.83739, 0.29419, 0.34393], [-1.51592, -0.18020, 0.24751], [-0.74025, -0.56752, 1.39137], [-0.71278, 0.20436, 2.58508], [-0.05764, -0.23990, 3.72717], [0.54536, -1.50086, 3.75688], [1.20812, -1.99111, 5.02170], [0.54794, -2.27382, 2.59192], [-0.04823, -1.80874, 1.42480], [-3.75476, 0.31794, 1.50908], [-3.73603, -0.13902, 2.83044], [-4.85133, 0.04676, 3.67766], [-6.02321, 0.64854, 3.20605], [-6.10997, 1.05520, 1.86267], [-4.98548, 0.85883, 1.05848], [-6.80999, 1.79750, -0.58063], [-5.60861, 2.55431, -1.65965], [-6.14535, 0.90144, -1.97599], [-3.29891, 0.89771, -1.76461], [-1.11060, -0.35687, -0.74348], [-1.25553, 1.15788, 2.62920], [-0.02454, 0.37331, 4.63416], [1.68874, -2.96479, 4.87093], [1.97251, -1.29595, 5.39582], [0.47809, -2.09847, 5.83428], [1.04451, -3.25013, 2.61409], [-0.06713, -2.44107, 0.52878], [-2.85149, -0.64242, 3.20269], [-4.79367, -0.27947, 4.71896], [-6.87599, 0.78495, 3.89278], [-7.01224, 1.50961, 1.46471]], "forces_ev_per_a": [[-0.15, -0.06, 0.00], [-0.41, -0.12, 0.14], [-0.11, -0.11, -0.06], [2.16, 0.30, -0.92], [-0.46, 0.05, 0.18], [-0.18, 0.10, 0.02], [0.34, -0.06, 0.21], [0.35, 0.04, 0.20], [-0.49, 0.80, -0.10], [-0.24, 0.52, -0.06], [-0.23, -0.53, -0.06], [-0.50, -0.81, -0.10], [-0.32, -0.07, 0.05], [0.18, -0.03, -0.10], [0.23, 0.11, 0.22], [-0.10, -0.15, 0.05], [-0.08, 0.04, 0.02], [-0.31, 0.06, 0.07], [0.22, -0.16, 0.23], [0.17, 0.05, -0.10], [0.30, 0.15, 0.02], [-0.33, 0.15, 0.00], [-0.34, -0.14, 0.00], [0.29, -0.15, 0.02], [-0.05, 0.16, -0.50], [1.91, -0.13, -1.29], [-1.58, 0.06, 0.71], [0.88, -0.28, 0.68], [-1.78, 0.20, 0.15], [0.64, -0.46, 1.32], [-0.29, 0.15, -0.05], [-0.17, 0.10, -0.22], [0.34, 0.04, 0.08], [0.08, -0.16, 0.10], [0.00, -0.02, -0.14], [-0.25, 0.18, -0.45], [-0.93, 0.18, 0.33], [-0.21, 0.04, 0.39], [0.52, -0.08, -0.62], [-0.10, 0.19, -0.34], [0.35, -0.27, 0.43], [0.28, -0.23, 0.50], [0.10, -0.02, -0.15], [-0.04, -0.17, 0.29], [0.03, 0.07, 0.37], [-0.13, 0.11, -0.03], [0.12, 0.08, 0.04], [0.38, -0.36, -0.17], [-0.11, -0.13, -0.43], [-0.14, 0.23, 0.02], [-0.20, -0.07, -0.26], [0.05, 0.00, -0.21], [-0.27, 0.38, -0.13], [0.14, 0.27, 0.35], [-0.20, 0.11, 0.14], [0.00, 0.05, -0.42], [0.54, -0.03, -0.55], [0.11, -0.14, 0.16]], "homo_ev": -9.00, "charge": 1}

=====

3.
{"formula": "C27H28N4O5", "method": "ωB97M-V with the def2-TZVPD basis set", "symbols": ["O", "C", "N", "H", "C", "H", "H", "C", "C", "C", "C", "C", "C", "C", "H", "H", "H", "H", "H", "H", "H", "C", "N", "C", "O", "C", "H", "C", "C", "O", "N", "C", "N", "C", "C", "C", "C", "H", "H", "H", "H", "H", "H", "H", "H", "C", "C", "C", "C", "C", "C", "H", "H", "O", "C", "C", "H", "O", "H", "H", "H", "H", "H", "H"], "coordinates": [[-2.16915, -3.59881, 0.90482], [-2.47190, -2.77366, 0.06706], [-3.37035, -1.79728, 0.25778], [-3.53847, -1.12073, -0.47885], [-4.01512, -1.57802, 1.53482], [-4.34403, -2.54649, 1.92416], [-3.29125, -1.16076, 2.24693], [-5.19531, -0.61922, 1.37289], [-4.72178, 0.72316, 0.88394], [-4.88644, 1.10073, -0.44212], [-4.40140, 2.31574, -0.89485], [-3.74460, 3.16917, -0.02583], [-3.58209, 2.80493, 1.30191], [-4.06639, 1.59004, 1.75135], [-3.93878, 1.31080, 2.78806], [-3.07196, 3.46868, 1.98480], [-3.35784, 4.11431, -0.37715], [-4.53145, 2.58951, -1.93070], [-5.39730, 0.44338, -1.13021], [-5.90955, -1.04547, 0.66664], [-5.68811, -0.51332, 2.34120], [-1.83152, -2.73341, -1.33037], [-0.98686, -1.55623, -1.48160], [-1.55429, -0.37925, -1.83315], [-2.74342, -0.29856, -2.09609], [-0.65090, 0.83592, -1.79371], [0.34538, 0.59293, -2.16189], [-0.57683, 1.34024, -0.33960], [0.64236, 2.23085, -0.18184], [0.60098, 3.43653, -0.23745], [1.78761, 1.50255, -0.00690], [3.10211, 1.94311, 0.07104], [3.97496, 0.95724, 0.26210], [5.26162, 1.25802, 0.31999], [5.74765, 2.54791, 0.20274], [4.83070, 3.57470, 0.01977], [3.48263, 3.27973, -0.05001], [2.73793, 4.04326, -0.19374], [5.16463, 4.59775, -0.07099], [6.80644, 2.74453, 0.25466], [5.92649, 0.41573, 0.46282], [1.71001, 0.49388, 0.06168], [-1.47432, 1.91363, -0.10630], [-0.50794, 0.49763, 0.35009], [-1.08623, 1.61110, -2.42394], [0.39218, -1.71508, -1.17621], [0.79598, -1.88523, 0.14009], [2.14303, -2.04341, 0.44510], [3.09193, -2.07040, -0.58698], [2.67439, -1.89140, -1.90032], [1.33795, -1.71193, -2.19682], [1.01975, -1.58604, -3.22024], [3.41965, -1.91074, -2.67848], [4.41553, -2.29197, -0.35079], [4.68969, -2.74268, 0.95870], [3.87916, -1.93868, 1.97258], [4.08569, -2.25894, 2.99411], [2.49816, -2.15031, 1.75753], [4.10693, -0.87204, 1.85053], [5.76189, -2.61449, 1.11289], [4.42999, -3.80665, 1.04747], [0.07904, -1.92046, 0.94523], [-1.22045, -3.62591, -1.46796], [-2.61640, -2.69015, -2.09040]], "forces_ev_per_a": [[0.14, -0.26, 0.30], [0.13, 0.01, -0.65], [-0.47, 0.42, 0.15], [0.17, -0.15, -0.08], [-0.04, -0.26, 0.21], [0.04, 0.14, 0.03], [-0.11, -0.07, 0.02], [0.28, -0.07, 0.03], [-0.21, -0.01, -0.07], [-0.06, 0.04, 0.14], [0.05, 0.11, -0.04], [-0.06, 0.09, -0.08], [0.03, 0.02, 0.11], [0.05, 0.06, -0.01], [0.01, -0.03, 0.12], [0.04, 0.06, 0.06], [0.03, 0.08, -0.04], [0.00, 0.02, -0.10], [-0.04, -0.11, -0.07], [-0.06, -0.01, 0.03], [-0.03, -0.04, -0.03], [-0.28, -0.20, 0.06], [0.02, -0.43, 0.03], [0.33, 0.41, -0.20], [-0.28, 0.10, -0.17], [-0.17, 0.00, -0.05], [-0.07, 0.07, 0.00], [0.01, 0.23, -0.09], [-0.34, -0.48, 0.14], [-0.02, 0.43, -0.07], [0.07, -0.27, 0.06], [0.32, 0.23, -0.01], [-0.33, -0.08, -0.03], [0.16, 0.16, -0.02], [0.04, 0.06, 0.00], [0.01, -0.27, 0.02], [-0.06, 0.12, -0.02], [-0.04, 0.01, 0.00], [0.01, 0.08, -0.01], [0.10, -0.01, 0.01], [0.13, -0.03, 0.02], [-0.06, 0.07, -0.03], [0.13, -0.07, 0.04], [-0.01, -0.01, 0.03], [0.00, -0.09, -0.01], [0.45, 0.09, 0.02], [0.20, -0.06, -0.07], [0.08, 0.06, -0.15], [-0.18, -0.13, 0.01], [0.10, -0.01, 0.27], [-0.09, -0.10, 0.14], [-0.05, 0.02, -0.11], [0.12, 0.01, -0.10], [-0.16, 0.23, -0.33], [-0.14, -0.07, 0.62], [0.65, 0.04, -0.12], [0.03, 0.01, -0.09], [-0.37, -0.12, -0.17], [-0.04, -0.19, 0.09], [-0.09, -0.03, 0.04], [0.07, 0.10, -0.03], [-0.12, 0.04, 0.13], [-0.10, 0.10, 0.07], [0.09, -0.05, 0.06]], "homo_ev": -8.55, "charge": 0}

=====

Quick rundown of total energy, same order as above: -64903.576; -32916.935; -44653.305 eV
Quick rundown of energy relative to the best compared isomer or geometry (same formula, charge and spin), same order as above: 0.7; 191.9; 130.0 kJ/mol